Entry 1:
Formula: C5H8O
Source: the Open Molecules 2025 dataset
Level of theory: the ωB97M-V functional and the def2-TZVPD basis

Geometry as XYZ:
```
14
Properties=species:S:1:pos:R:3:nbo_charge:R:1
O 1.33 1.39 -1.18 -0.69
C 1.76 0.68 -0.10 0.09
C 0.84 0.26 0.75 -0.30
C -0.61 0.42 0.44 -0.36
C -0.61 -1.20 0.16 -0.33
C -1.40 -0.28 -0.65 -0.41
H 0.40 1.57 -0.91 0.48
H 2.82 0.53 0.01 0.19
H 1.07 -0.27 1.68 0.21
H -1.23 0.80 1.26 0.22
H 0.22 -1.71 -0.34 0.23
H -0.97 -1.72 1.02 0.21
H -1.16 -0.15 -1.70 0.22
H -2.46 -0.33 -0.42 0.23
```

Computed properties:
HOMO energy (eV): -7.6
E (a.u.): -270.4238
Multiplicity: 1
Gap between HOMO and LUMO (eV): 8.700


Entry 2:
Formula: C12H16BF10NO3S2
Source: the Open Molecules 2025 dataset
Level of theory: the ωB97M-V functional and the def2-TZVPD basis

Geometry as XYZ:
```
45
Properties=species:S:1:pos:R:3:nbo_charge:R:1
C 2.95 3.26 0.17 -0.60
C 2.62 1.78 -0.39 -0.84
B 2.45 0.80 0.88 1.14
O 3.65 0.60 1.70 -0.95
C 1.09 0.03 1.35 -0.33
S 0.13 1.35 2.25 -0.01
N 1.30 -1.03 2.41 -0.66
C 1.31 -2.38 1.81 0.67
O 1.53 -3.47 2.38 -0.55
C 0.94 -2.27 0.22 0.30
F 0.12 -3.36 -0.23 -0.35
C 2.38 -2.46 -0.44 -0.56
C 2.50 -1.97 -1.95 0.43
O 2.86 -0.80 -2.27 -0.53
C 0.25 -0.83 0.28 -0.27
C -0.30 -0.13 -1.05 -0.42
C -1.72 -0.78 -1.43 -0.48
C -2.85 0.31 -1.78 0.65
F -3.81 -0.17 -2.73 -0.32
F -2.13 1.32 -2.54 -0.34
C -3.48 1.08 -0.55 0.45
F -4.20 2.20 -1.09 -0.30
F -2.47 1.69 0.26 -0.30
S -4.62 0.18 0.58 2.28
F -5.96 0.68 -0.28 -0.43
F -4.73 1.58 1.52 -0.45
F -3.35 -0.29 1.56 -0.45
F -4.51 -1.28 -0.20 -0.44
F -5.66 -0.54 1.66 -0.42
H 3.79 3.15 0.94 0.22
H 2.03 3.69 0.69 0.20
H 3.35 3.93 -0.66 0.22
H 3.57 1.44 -0.95 0.27
H 1.76 1.75 -1.14 0.23
H 3.43 0.85 2.63 0.49
H -0.06 2.40 1.33 0.15
H 2.04 -0.84 3.10 0.41
H 3.19 -1.96 0.20 0.26
H 2.65 -3.58 -0.44 0.27
H 2.23 -2.71 -2.78 0.14
H -0.70 -1.05 0.89 0.24
H 0.39 -0.26 -1.97 0.25
H -0.33 0.99 -0.85 0.25
H -1.55 -1.35 -2.41 0.26
H -2.06 -1.56 -0.67 0.25
```

Computed properties:
HOMO energy (eV): -9.8
E (a.u.): -2567.0848
Multiplicity: 1
Gap between HOMO and LUMO (eV): 8.511


Entry 3:
Formula: C4H5NO
Source: the Open Molecules 2025 dataset
Level of theory: the ωB97M-V functional and the def2-TZVPD basis

Geometry as XYZ:
```
11
Properties=species:S:1:pos:R:3:nbo_charge:R:1
N 0.89 0.77 -0.29 -0.60
C 0.41 -0.05 0.85 -0.14
C -0.96 0.57 0.42 0.01
O -1.66 -0.79 0.60 -0.55
C -0.37 -1.12 0.06 0.07
C -0.28 0.08 -0.89 -0.14
H 1.84 0.76 -0.67 0.41
H 0.88 -0.04 1.83 0.22
H 0.01 1.75 0.12 0.32
H -0.16 -2.18 -0.09 0.19
H -0.60 0.24 -1.93 0.22
```

Computed properties:
HOMO energy (eV): -8.7
E (a.u.): -285.1210
Multiplicity: 1
Gap between HOMO and LUMO (eV): 9.302


Entry 4:
Formula: C21H57O22P5
Source: the Open Molecules 2025 dataset
Level of theory: the ωB97M-V functional and the def2-TZVPD basis

Geometry as XYZ:
```
105
Properties=species:S:1:pos:R:3:mulliken_charge:R:1
C 24.32 5.43 35.64 -0.71
O 23.10 5.05 36.15 -0.12
P 22.91 4.99 37.75 1.01
O 23.89 3.99 38.25 -0.70
O 23.31 6.44 38.23 -0.37
C 23.34 6.75 39.62 -0.88
O 21.39 4.55 38.24 -0.39
C 20.63 3.69 37.45 -0.22
H 25.24 4.93 36.06 0.27
H 24.41 6.45 35.75 0.42
H 24.46 5.11 34.60 0.10
H 22.31 7.08 40.04 0.21
H 24.16 7.37 39.79 0.36
H 23.78 5.92 39.99 0.42
H 21.28 2.83 37.63 0.31
H 20.77 3.94 36.45 0.15
H 19.49 3.87 37.53 0.19
C 15.24 -4.74 35.07 -0.65
O 15.77 -3.47 35.59 -0.36
P 17.23 -3.10 35.37 0.98
O 17.40 -1.70 35.16 -0.68
O 17.90 -3.79 36.63 -0.44
C 18.48 -3.15 37.72 -1.01
O 17.74 -3.95 34.08 -0.31
C 18.97 -3.80 33.67 -0.36
H 15.97 -5.61 35.52 0.22
H 15.33 -4.93 34.00 0.28
H 14.28 -4.97 35.44 0.30
H 18.89 -2.18 37.31 0.11
H 18.94 -3.78 38.17 0.76
H 17.82 -2.59 38.28 0.57
H 19.27 -2.72 33.44 -0.04
H 19.11 -4.17 32.62 0.33
H 19.77 -4.07 34.43 0.27
C 23.33 4.14 29.36 -0.81
O 23.23 3.38 30.61 -0.34
P 22.73 3.95 32.00 0.22
O 23.19 5.30 31.97 -0.73
O 21.09 4.00 31.93 0.04
C 20.35 5.10 32.57 -0.61
O 23.42 3.14 33.17 0.57
C 24.54 2.25 32.93 -0.64
H 23.41 3.35 28.64 0.27
H 24.34 4.61 29.26 0.22
H 22.48 4.74 29.42 0.38
H 19.21 4.96 32.49 0.26
H 20.52 6.13 32.09 0.27
H 20.74 5.23 33.64 0.15
H 24.02 1.30 32.48 -0.01
H 25.12 1.99 33.82 0.38
H 25.10 2.55 31.85 0.21
C 21.93 0.20 29.01 -0.38
O 21.89 -0.70 30.06 -0.38
P 21.15 -0.20 31.37 -0.12
O 21.95 0.83 31.87 0.47
O 19.73 0.56 31.00 -0.41
C 18.98 1.15 32.01 -0.11
O 20.97 -1.25 32.55 0.17
C 22.14 -2.17 32.77 -0.75
H 20.90 0.49 28.59 0.25
H 22.65 -0.07 28.37 0.42
H 22.30 1.27 29.40 -0.15
H 19.45 2.06 32.45 0.04
H 18.66 0.42 32.85 0.06
H 17.99 1.45 31.44 0.27
H 22.95 -1.35 33.02 0.15
H 22.20 -2.91 32.01 0.38
H 22.25 -2.82 33.66 0.30
C 20.65 2.51 41.16 -1.08
O 20.79 1.32 40.35 0.42
P 19.46 0.50 39.85 0.65
O 18.41 0.70 40.91 -0.86
O 18.90 1.12 38.57 -0.29
C 17.72 0.54 37.97 -1.12
O 19.76 -1.12 39.69 0.11
C 19.83 -1.88 40.90 -0.93
H 21.50 3.02 41.19 0.40
H 20.19 2.12 42.13 0.25
H 19.80 3.12 40.82 0.30
H 17.03 1.28 37.83 0.40
H 17.07 0.07 38.74 0.35
H 18.02 -0.17 37.22 0.33
H 19.84 -1.46 41.88 0.34
H 20.76 -2.46 40.72 0.25
H 18.81 -2.28 40.84 0.34
C 24.08 -1.27 39.96 -0.85
C 23.41 -0.52 41.09 0.95
C 23.86 1.01 41.20 -0.94
O 22.73 -1.08 41.98 -0.60
H 25.13 -1.44 40.11 0.45
H 24.00 -0.65 39.04 -0.02
H 23.59 -2.31 39.88 0.26
H 23.96 1.32 42.21 0.41
H 23.36 1.48 40.40 -0.02
H 24.95 1.01 40.98 0.41
C 22.96 0.33 35.85 -0.50
C 21.51 0.12 36.27 0.56
C 20.34 0.40 35.32 1.01
O 21.33 -0.13 37.43 -0.32
H 23.81 0.56 36.63 0.30
H 22.89 1.19 35.52 0.09
H 23.56 -0.53 35.11 0.08
H 20.60 0.49 34.30 -0.65
H 20.07 1.38 35.79 -0.04
H 19.57 -0.21 35.45 -0.51
```

Computed properties:
HOMO energy (eV): -9.1
E (a.u.): -4196.3399
Multiplicity: 1
Gap between HOMO and LUMO (eV): 9.520


Entry 5:
Formula: C2H10N3O
Source: the Open Molecules 2025 dataset
Level of theory: the ωB97M-V functional and the def2-TZVPD basis

Geometry as XYZ:
```
16
Properties=species:S:1:pos:R:3:nbo_charge:R:1
C 0.11 1.38 0.05 0.67
N -1.19 1.14 0.13 -0.77
N 1.01 0.52 0.56 -0.56
N 0.50 2.56 -0.46 -0.76
C 0.71 -0.74 1.30 -0.44
H -1.50 0.30 0.60 0.44
H -1.86 1.73 -0.37 0.43
H 1.97 0.86 0.69 0.42
H 1.45 2.93 -0.48 0.44
H -0.28 3.14 -0.78 0.42
H 0.03 -0.65 2.16 0.22
H 1.65 -1.20 1.65 0.25
H 0.25 -1.41 0.56 0.23
O -0.59 -3.38 -1.78 -0.95
H -1.42 -2.86 -1.86 0.47
H -0.86 -4.31 -1.98 0.49
```

Computed properties:
HOMO energy (eV): -14.3
E (a.u.): -321.4980
Multiplicity: 1
Charge: +1
Gap between HOMO and LUMO (eV): 11.093


Entry 6:
Formula: C4H7NO2
Source: the Open Molecules 2025 dataset
Level of theory: the ωB97M-V functional and the def2-TZVPD basis

Geometry as XYZ:
```
14
Properties=species:S:1:pos:R:3:nbo_charge:R:1
C 0.43 1.79 0.53 -0.62
C 0.34 0.39 -0.02 0.08
C -0.34 -0.71 0.79 -0.24
N -0.41 -1.71 -0.27 -0.66
C -0.27 -1.06 -1.50 0.87
O -0.09 -1.57 -2.57 -0.56
O -0.31 0.30 -1.29 -0.51
H -0.52 2.19 0.87 0.22
H 0.84 2.45 -0.24 0.23
H 1.13 1.76 1.37 0.22
H 1.35 0.00 -0.23 0.17
H -1.32 -0.43 1.20 0.19
H 0.31 -1.03 1.61 0.20
H -1.16 -2.39 -0.26 0.41
```

Computed properties:
HOMO energy (eV): -10.2
E (a.u.): -361.8611
Multiplicity: 1
Gap between HOMO and LUMO (eV): 11.065